# 1
Computed, not measured: a structure of composition C46H61CrGe2N3O5S2Te, with the ωB97M-V functional and the def2-TZVPD basis.

```
121
Properties=species:S:1:pos:R:3:forces:R:3
Te -1.398 -2.650 1.124 -0.081 0.185 -0.154
Ge 2.081 0.322 -2.206 0.650 -0.290 -0.012
Ge 2.087 -0.711 0.591 0.477 0.023 0.018
Cr 0.036 -0.121 -0.722 -0.176 0.270 -0.091
S -1.350 1.876 -1.893 -0.158 -0.011 0.204
S -0.684 -0.417 1.736 -0.064 -0.218 -0.307
O -2.799 1.932 -1.896 0.203 -0.052 0.055
O -2.271 -0.492 -0.632 0.306 -0.062 -0.335
O -1.844 -2.755 -3.032 -0.023 -0.123 -0.035
O -0.658 1.936 -0.571 -0.305 0.240 -0.031
O -0.293 -1.888 -1.676 -0.227 -0.091 0.144
N -2.053 1.664 2.705 0.234 0.237 0.275
N -3.262 0.528 1.164 0.030 -0.302 -0.236
N -0.689 0.649 -2.596 -0.245 -0.413 0.196
C -1.603 -3.341 4.241 -0.049 -0.111 0.021
C 7.645 0.777 -1.359 -0.059 -0.017 -0.039
C 2.408 0.836 1.852 -0.006 0.101 0.009
C 3.070 -1.530 -4.494 0.076 0.100 -0.028
C 6.912 0.961 -3.628 -0.026 -0.022 0.053
C -1.908 -5.116 2.612 0.024 -0.083 0.116
C 5.310 0.333 -1.905 -0.193 0.039 0.080
C -0.412 5.812 -3.980 0.010 0.013 0.033
C -7.020 -0.474 -0.448 0.103 0.013 -0.004
C 3.835 1.385 1.892 0.015 0.000 0.022
C -5.782 -0.051 0.012 -0.136 0.027 0.032
C -4.325 1.961 3.666 -0.075 -0.012 0.042
C -1.666 -3.767 2.909 0.038 0.010 0.058
C -0.912 3.400 -2.679 -0.035 0.076 -0.139
C 0.029 5.599 -2.678 0.016 0.011 -0.017
C -7.092 -1.470 -1.415 0.000 -0.006 0.029
C -4.618 -0.614 -0.500 0.320 0.127 0.220
C -1.375 -1.906 4.621 -0.018 -0.034 -0.035
C -2.154 0.662 1.828 0.058 -0.023 -0.069
C -2.000 -5.627 4.984 0.011 0.024 0.077
C -0.217 4.400 -2.021 0.000 -0.015 -0.077
C -1.457 -0.432 -3.238 0.234 0.344 -0.059
C -4.687 -1.601 -1.475 -0.104 -0.052 -0.120
C -0.746 1.540 4.839 -0.039 -0.031 0.085
C -1.377 3.597 -3.971 0.091 0.016 -0.069
C 3.816 -0.768 -0.322 0.016 -0.216 0.126
C 7.936 1.028 -2.694 -0.037 0.016 0.028
C 1.903 -1.065 -3.626 -0.131 -0.091 -0.097
C -0.813 2.035 3.407 -0.263 0.012 -0.128
C 3.931 -0.033 -1.432 0.244 0.115 -0.152
C -3.271 -0.191 0.003 -0.613 0.067 0.317
C -1.769 -4.282 5.250 -0.013 0.008 0.034
C 2.095 2.121 -3.011 0.021 0.340 -0.016
C 3.455 -2.307 2.644 -0.007 -0.052 0.013
C 6.353 0.446 -0.976 0.050 0.010 0.050
C -1.990 -5.618 1.190 0.019 -0.012 0.041
C -3.199 2.573 2.851 0.131 -0.067 0.001
C 3.312 2.650 -3.772 -0.028 0.090 -0.020
C -5.929 -2.030 -1.926 0.097 0.037 0.013
C -0.161 7.120 -4.684 0.026 -0.002 0.015
C 2.157 -2.272 1.830 0.038 -0.081 0.155
C -1.185 -1.814 -2.600 0.061 0.122 0.038
C -2.159 -6.619 6.107 -0.009 -0.004 0.001
C -2.071 -6.021 3.659 -0.015 -0.002 -0.113
C -1.117 4.793 -4.616 -0.022 0.009 -0.061
C 5.622 0.632 -3.232 0.065 -0.239 -0.029
H 4.333 -2.420 2.004 -0.040 0.005 -0.016
H -1.719 -3.946 6.282 -0.001 -0.019 -0.013
H 3.491 2.094 -4.697 -0.034 0.002 0.029
H 1.303 -2.251 2.514 0.020 -0.003 0.019
H 1.891 2.797 -2.177 -0.028 0.040 -0.035
H 2.042 -3.181 1.234 0.021 -0.029 0.029
H -0.382 -1.563 4.321 -0.027 -0.086 -0.004
H 6.137 0.285 0.074 0.036 0.034 -0.065
H 1.725 1.637 1.546 0.014 0.028 0.003
H -2.819 3.470 3.340 -0.026 0.017 0.003
H -0.773 3.125 3.379 0.044 0.025 -0.007
H -2.099 -1.247 4.133 -0.003 -0.046 0.007
H -2.443 -7.600 5.726 -0.001 0.012 -0.002
H -7.926 -0.028 -0.057 0.009 -0.006 0.004
H 3.164 3.698 -4.055 -0.041 -0.014 -0.022
H -2.208 -6.685 1.171 -0.008 0.000 0.029
H -2.532 -0.256 -3.211 -0.030 0.036 0.054
H -4.672 1.039 3.200 0.011 0.028 0.008
H -5.165 2.657 3.719 0.004 -0.006 0.013
H 0.713 7.629 -4.275 -0.014 -0.019 0.007
H -1.467 4.938 -5.632 0.010 0.009 0.012
H 2.094 0.521 2.856 -0.002 -0.007 -0.019
H -1.471 -1.774 5.699 0.000 -0.023 -0.006
H 3.472 -3.138 3.359 -0.031 0.003 -0.024
H -1.050 -5.469 0.647 -0.018 0.024 0.041
H 0.005 6.968 -5.751 -0.003 -0.010 0.012
H -1.158 -0.520 -4.285 -0.031 0.005 -0.062
H -1.015 7.793 -4.577 -0.002 -0.012 0.008
H 1.519 -1.919 -3.071 0.006 -0.041 -0.047
H -5.703 0.727 0.761 0.001 -0.029 -0.006
H -1.594 1.900 5.427 0.014 -0.001 -0.023
H -2.776 -5.115 0.618 0.006 0.014 0.029
H 3.382 -0.780 -5.227 0.013 0.055 0.068
H 3.597 -1.388 3.220 -0.046 -0.012 -0.036
H -1.927 2.809 -4.472 0.006 0.013 0.026
H 3.946 -1.797 -3.901 0.048 0.033 0.070
H 1.217 2.159 -3.656 -0.028 0.058 -0.018
H -2.924 -6.297 6.816 0.005 0.005 -0.015
H 0.142 4.228 -1.016 -0.021 -0.017 0.003
H 4.231 2.601 -3.186 -0.156 0.080 0.006
H 0.171 1.896 5.312 -0.004 0.007 -0.019
H 4.837 0.614 -3.968 -0.053 -0.184 -0.092
H 0.587 6.380 -2.171 -0.010 -0.015 -0.005
H -3.776 -2.030 -1.880 0.009 -0.012 0.008
H -1.228 -6.736 6.666 0.000 0.014 -0.017
H 3.941 2.216 2.599 -0.030 -0.013 -0.013
H -5.982 -2.800 -2.685 -0.005 -0.010 0.005
H 2.786 -2.423 -5.061 0.008 0.027 -0.003
H -8.059 -1.809 -1.769 0.015 0.012 -0.013
H 8.942 1.292 -2.998 -0.007 -0.003 0.001
H 4.556 0.616 2.185 -0.040 -0.008 -0.003
H 0.042 1.688 2.841 0.083 -0.066 -0.058
H -4.000 1.739 4.684 0.001 0.002 -0.019
H -0.744 0.452 4.867 0.004 0.118 0.017
H 4.709 -1.202 0.142 -0.088 0.054 -0.012
H 7.111 1.176 -4.671 -0.004 -0.011 0.005
H 1.084 -0.740 -4.275 0.003 0.003 0.057
H -3.546 2.850 1.857 -0.028 -0.021 -0.052
H 8.424 0.852 -0.610 -0.009 0.000 -0.001
H -2.260 -7.063 3.419 0.007 0.016 0.013
H 4.147 1.743 0.909 -0.033 -0.003 0.011
```
Forces are in eV/Å.

Results
HOMO (spin up / spin down)   -4.570 / -3.778 eV
Net charge   -1
HOMO-LUMO gap (spin up / spin down)   6.6 / 5.8 eV
LUMO (spin up / spin down)   0.074 / 0.074 hartree
Spin multiplicity   2
ΔE to the lowest compared entry with this formula, charge and spin   100.7 kJ/mol


# 2
Computed, not measured: a structure of composition C46H61CrGe2N3O5S2Te, with the ωB97M-V functional and the def2-TZVPD basis.

```
121
Properties=species:S:1:pos:R:3:forces:R:3
Te 0.781 -1.010 -2.889 -0.008 0.035 -0.018
Ge 2.095 -0.868 0.693 -0.109 0.045 -0.068
Ge -1.136 -1.827 1.628 -0.013 0.249 0.340
Cr 0.358 0.608 -0.660 0.326 -0.117 -0.207
S 0.162 1.013 2.354 0.131 0.123 -0.100
S 2.366 1.714 -1.459 -0.052 0.044 0.092
O -1.430 -0.120 -0.086 -0.128 -0.020 -0.002
O -3.456 0.784 0.212 -0.041 0.067 -0.009
O 3.235 0.117 1.760 0.117 -0.032 -0.010
O -0.629 1.944 -1.819 -0.073 -0.047 0.027
O -0.980 -0.020 2.586 -0.035 -0.083 -0.162
N 2.818 1.911 -4.061 -0.003 -0.011 -0.007
N 0.791 2.729 -3.476 0.031 0.000 0.007
N -0.105 1.813 0.988 -0.051 -0.047 0.154
C -1.443 3.564 -3.289 0.011 0.014 -0.015
C -1.334 2.761 5.705 -0.007 -0.002 0.004
C -4.296 -4.947 -3.557 0.000 0.002 -0.006
C -0.727 -3.666 -3.164 0.007 -0.019 -0.016
C -0.435 -4.804 5.475 0.001 0.004 0.011
C -1.148 5.073 6.694 0.000 -0.003 -0.004
C -3.210 -2.667 3.618 -0.010 0.025 0.010
C -1.006 -2.909 0.006 0.028 0.070 -0.086
C 0.425 -2.373 2.694 -0.028 -0.126 0.093
C -0.305 2.203 3.617 -0.082 -0.108 0.052
C 3.404 -1.911 -0.362 0.017 -0.009 0.038
C -1.209 4.535 -4.258 0.002 -0.006 0.000
C -2.971 -1.930 2.301 -0.024 -0.065 -0.074
C 1.632 -2.031 2.238 -0.049 -0.030 -0.021
C -3.762 4.211 -3.219 -0.003 0.001 -0.008
C -1.069 1.829 4.709 0.003 0.011 -0.005
C 4.082 1.218 -3.825 -0.001 0.014 -0.003
C -3.272 -2.647 -3.533 -0.011 0.015 -0.030
C -0.908 -2.273 -3.212 -0.019 0.003 0.132
C -0.338 2.679 -2.793 -0.021 0.006 0.006
C -2.726 3.403 -2.774 -0.006 -0.004 0.014
C -0.291 -4.255 4.210 0.004 0.001 -0.013
C 4.092 2.038 2.867 -0.015 0.014 0.004
C -1.110 -4.377 0.425 0.028 0.037 0.024
C 2.744 3.780 -5.703 0.008 0.000 0.003
C -2.506 -0.294 -3.503 0.020 0.021 -0.031
C 4.480 -2.562 0.504 0.003 0.007 -0.002
C -0.841 4.058 5.625 0.003 0.001 -0.004
C 0.654 -2.277 5.174 -0.003 0.013 -0.005
C -0.045 -4.086 6.598 0.000 -0.008 -0.008
C -3.111 -4.021 -3.468 0.016 -0.005 0.014
C 5.217 2.153 -3.433 0.000 0.000 0.008
C 1.917 2.114 -3.087 -0.030 -0.024 -0.051
C 3.525 1.474 1.576 -0.053 0.001 0.010
C 0.260 -2.985 4.038 0.011 -0.001 -0.002
C -0.066 4.408 4.521 -0.004 0.002 0.001
C 0.500 -2.819 6.442 -0.002 -0.002 0.000
C 0.208 3.491 3.522 0.027 0.000 -0.031
C -2.198 -1.764 -3.419 0.014 0.006 0.013
C -3.522 5.186 -4.177 0.001 0.000 0.002
C 2.497 2.301 -5.436 0.006 0.003 0.002
C -1.823 -4.512 -3.299 0.005 0.003 0.005
C 0.625 -4.288 -2.933 0.006 0.008 -0.021
C -2.243 5.347 -4.696 0.000 0.004 0.002
C -1.534 2.099 0.810 0.031 0.105 -0.046
C -2.248 0.857 0.278 0.049 -0.242 -0.066
H -1.665 -5.586 -3.256 -0.002 0.001 -0.002
H -4.758 4.074 -2.818 0.004 0.000 0.000
H 5.240 -3.068 -0.101 -0.004 0.002 0.000
H -1.177 -5.016 -0.458 -0.008 0.001 -0.011
H 4.983 -1.820 1.127 -0.006 -0.004 -0.002
H 4.956 2.699 -2.527 0.003 -0.004 -0.001
H 2.628 2.045 1.295 0.002 -0.002 0.000
H -3.302 -0.895 2.384 0.003 0.034 -0.036
H 3.367 1.919 3.676 0.004 0.004 -0.003
H -4.872 -4.937 -2.628 0.006 0.000 -0.003
H 1.080 -1.288 5.046 -0.001 -0.008 0.000
H -2.054 6.103 -5.448 -0.002 0.000 0.002
H -2.977 -3.730 3.544 0.008 0.004 0.001
H 2.139 4.386 -5.030 0.003 -0.006 -0.004
H -0.233 -4.692 0.997 -0.011 0.013 0.011
H -1.648 2.897 0.078 -0.027 0.007 0.021
H 0.802 3.765 2.658 -0.004 0.001 0.009
H 0.557 -5.376 -2.980 -0.001 -0.013 0.007
H -4.257 -2.580 3.918 0.009 -0.008 0.010
H 3.921 0.475 -3.047 -0.002 0.000 0.000
H 2.484 -2.268 2.882 0.024 0.038 -0.028
H 3.119 1.691 -6.091 0.001 -0.008 0.001
H -1.605 0.293 -3.662 0.011 0.001 -0.020
H -2.597 -2.262 4.426 0.004 -0.002 -0.006
H -1.461 0.822 4.767 0.004 0.012 0.001
H -1.937 2.472 6.558 0.000 -0.001 -0.002
H -2.034 2.408 1.731 0.012 -0.007 0.025
H 4.326 0.683 -4.744 0.005 -0.002 -0.004
H 2.858 -2.651 -0.949 0.000 -0.013 -0.006
H -2.971 0.053 -2.577 0.025 0.007 0.064
H -0.251 5.621 6.986 -0.001 -0.001 -0.001
H -3.561 -2.371 1.493 -0.020 -0.039 0.029
H 3.847 -1.220 -1.085 -0.008 0.001 -0.009
H -2.908 2.631 -2.037 0.000 0.010 0.010
H 1.024 -4.002 -1.956 0.011 -0.022 -0.027
H -0.211 4.637 -4.660 -0.002 -0.002 -0.001
H -1.877 5.805 6.337 0.001 -0.001 0.000
H 4.047 -3.309 1.174 0.002 0.000 -0.004
H -1.810 -2.625 -0.669 -0.009 0.009 0.009
H -0.166 -4.511 7.587 0.000 0.000 -0.002
H -4.267 -2.234 -3.675 0.009 -0.003 -0.004
H -3.979 -5.974 -3.740 -0.001 0.004 -0.001
H 2.475 4.026 -6.732 -0.003 0.000 0.007
H 3.793 4.040 -5.553 -0.005 0.000 -0.006
H 0.328 5.416 4.443 0.000 -0.003 -0.001
H 5.436 2.872 -4.225 -0.004 -0.001 0.006
H -2.000 -4.573 1.035 0.007 0.002 -0.012
H -4.331 5.817 -4.524 0.001 -0.001 0.000
H -1.561 4.597 7.583 0.001 0.001 -0.002
H -0.858 -5.796 5.585 0.001 0.002 0.000
H -3.202 -0.100 -4.323 -0.020 0.002 0.034
H 1.354 -3.948 -3.671 -0.009 -0.005 0.012
H -0.061 -2.724 -0.507 -0.040 0.062 -0.001
H 1.457 2.048 -5.630 -0.004 0.002 0.003
H -0.605 -4.817 3.338 0.002 -0.003 -0.001
H -4.971 -4.650 -4.362 0.000 0.000 0.002
H 0.807 -2.250 7.311 0.000 0.000 -0.003
H 5.002 1.504 3.147 -0.005 -0.003 0.004
H 4.248 1.619 0.760 0.010 0.002 0.010
H 4.327 3.101 2.760 0.004 -0.006 0.000
H 6.123 1.577 -3.236 -0.004 0.003 -0.005
```
Forces are in eV/Å.

Results
HOMO (spin up / spin down)   -4.170 / -4.191 eV
Net charge   -1
HOMO-LUMO gap (spin up / spin down)   6.5 / 6.5 eV
LUMO (spin up / spin down)   0.085 / 0.085 hartree
Spin multiplicity   4
ΔE to the lowest compared entry with this formula, charge and spin   0.0 kJ/mol